The following is a DFT calculation (ωB97M-V/def2-TZVPD) of C19H23AgIN11O3S2 as an isolated structure in a non-equilibrium geometry.

Structure (XYZ):
```
60
Properties=species:S:1:pos:R:3:forces:R:3:mulliken_charge:R:1
Ag 0.026 -1.901 0.779 -0.089 0.355 0.177 0.27
N 2.997 -1.818 1.180 0.481 -0.797 -0.447 -0.52
N 2.982 -2.099 -0.210 -0.651 -1.089 1.389 -0.01
C 2.155 -3.070 -0.666 0.370 0.528 -0.786 0.54
N 2.122 -3.268 -2.004 -0.261 -0.510 -0.184 -0.51
S 1.260 -4.091 0.267 -1.098 -0.638 1.377 -0.44
H 2.815 -0.852 1.421 0.086 0.110 -0.497 0.16
H 3.878 -2.155 1.572 -0.405 0.339 -0.120 0.23
H 3.248 -1.398 -0.847 0.371 1.061 -0.748 0.25
H 2.218 -2.477 -2.570 0.670 1.653 -0.874 0.27
H 1.364 -3.817 -2.399 0.205 -0.160 0.800 0.28
O 0.718 2.279 -1.699 0.236 -1.022 0.081 -0.66
S 1.142 1.092 -0.953 -1.616 -0.135 0.821 0.66
O 1.640 -0.030 -1.723 0.485 0.156 -0.103 -0.54
N 0.072 0.464 0.068 0.623 -0.154 -0.570 1.18
C -0.690 1.284 0.888 -0.246 0.467 -0.586 -0.49
C -1.176 2.524 0.507 0.321 1.362 -0.180 -0.42
C -1.809 3.474 1.362 0.642 -2.851 0.967 -1.12
C -2.114 2.998 2.626 0.377 0.681 -1.779 -0.84
C -1.865 1.668 2.964 0.300 0.368 -0.260 1.62
C -2.432 1.172 4.135 -0.993 1.758 0.926 -0.63
C -2.263 -0.101 4.470 0.591 -1.907 0.696 -0.68
C -1.434 -0.923 3.665 -0.079 -0.389 -0.943 -0.75
N -0.910 -0.517 2.534 0.252 1.071 -0.387 -0.17
C -1.107 0.811 2.151 -0.532 -1.325 0.612 0.13
C 2.458 1.717 0.062 0.658 0.667 -1.165 0.53
C 3.435 2.455 -0.645 -0.163 0.039 1.015 -1.00
C 4.459 3.075 0.052 0.690 0.512 -0.723 -0.51
C 4.573 2.937 1.451 0.487 -0.859 0.085 -0.54
C 3.624 2.183 2.137 -0.835 -0.019 -1.676 -0.66
C 2.517 1.629 1.419 0.116 0.434 2.116 0.00
H -0.920 2.858 -0.483 -0.058 -0.010 -0.153 0.58
H -2.001 4.461 1.029 -0.248 0.705 -0.218 0.48
H -2.572 3.604 3.348 -0.715 0.848 0.894 0.43
H -3.046 1.882 4.750 0.588 -0.879 -0.574 0.30
H -2.714 -0.518 5.350 -0.099 -0.153 0.255 0.40
H -1.251 -1.988 3.839 -0.269 0.423 0.470 0.41
H 3.296 2.605 -1.701 0.161 -0.056 -0.222 0.47
H 5.195 3.683 -0.554 -0.820 -0.744 1.019 0.30
H 5.484 3.275 1.974 -0.711 0.141 -0.313 0.33
H 3.638 1.990 3.189 0.279 0.241 0.479 0.46
H 1.672 1.282 2.051 0.648 -0.284 -0.813 0.20
N -3.263 -4.840 -1.373 -0.306 -0.220 -0.731 -0.72
N -3.409 -3.527 -0.966 -0.505 0.251 -0.107 1.23
N -4.142 -2.676 -1.645 -0.166 -0.067 -0.260 -0.76
C -4.124 -1.654 -0.823 0.076 1.055 0.300 -0.27
N -3.407 -1.851 0.285 -0.103 -0.420 -0.200 -0.12
N -2.997 -3.083 0.173 1.206 -0.918 1.004 -0.51
H -2.294 -4.970 -1.606 0.699 -0.131 0.152 0.26
H -3.740 -4.868 -2.281 -0.069 -0.058 0.469 0.35
H -4.572 -0.710 -0.957 -0.649 0.651 -0.618 0.55
N 0.355 0.181 -4.456 -1.354 -2.388 0.234 -0.25
C -0.757 -0.456 -3.943 0.467 0.576 0.402 0.55
O -0.939 -1.652 -3.820 0.563 0.179 -0.294 -0.62
C -1.778 0.546 -3.396 -0.794 -1.021 -0.298 -0.52
I -3.501 0.574 -4.761 0.447 -0.119 0.483 -0.01
H 1.157 -0.279 -4.835 0.012 -0.410 0.003 0.18
H 0.314 1.142 -4.513 0.181 2.143 -0.037 0.16
H -1.438 1.562 -3.463 0.114 0.325 0.585 0.48
H -2.153 0.186 -2.403 0.433 0.631 -0.945 -0.02
```
Positions in Å, forces in eV/Å.

Output
HOMO-LUMO gap: 7.99 eV
total charge: 0
relative energy (zero: lowest compared OMol25 entry of this formula, charge and spin): 30.6 kJ/mol



The following is a DFT calculation (ωB97M-V/def2-TZVPD) of a 8-piece molecular cluster, H16O8 overall in a non-equilibrium geometry.

Structure (XYZ):
```
24
Properties=species:S:1:pos:R:3:forces:R:3:mulliken_charge:R:1
O 7.341 4.605 5.462 -0.627 0.932 0.741 -0.68
H 7.472 3.886 4.878 0.700 -1.257 -0.906 0.26
H 6.364 4.667 5.421 -0.047 0.357 -0.041 0.41
O 3.515 6.700 6.401 -0.819 -0.466 0.825 -0.63
H 3.271 7.009 7.294 0.084 -0.188 -0.468 0.27
H 4.010 7.433 6.026 0.538 0.409 -0.087 0.40
O 5.662 8.265 5.841 -0.331 0.090 1.203 -0.68
H 6.056 7.804 6.606 -0.159 0.443 -0.204 0.33
H 6.005 7.742 5.128 0.691 -0.179 -0.966 0.35
O 4.663 4.722 4.754 0.467 -0.591 -0.005 -0.66
H 4.104 4.982 5.486 -0.395 0.530 0.589 0.32
H 4.238 5.112 3.995 -0.072 0.190 -0.423 0.29
O 5.572 4.963 9.130 0.078 0.993 0.553 -0.67
H 5.371 4.218 8.586 -0.173 -0.706 -0.550 0.29
H 6.228 5.488 8.638 0.000 -0.147 -0.047 0.40
O 3.652 7.313 9.643 0.893 -0.993 0.701 -0.68
H 4.115 6.420 9.448 -0.627 1.982 1.124 0.40
H 3.843 7.646 10.573 -0.106 -1.196 -1.950 0.29
O 7.707 6.351 7.664 -0.172 0.122 0.058 -0.64
H 8.430 6.384 8.300 -0.012 -0.099 -0.265 0.27
H 7.964 5.793 6.912 0.028 -0.077 0.286 0.35
O 7.891 7.236 4.451 -0.876 -0.275 -0.898 -0.67
H 7.774 6.281 4.589 0.474 0.211 0.269 0.37
H 8.631 7.568 4.943 0.462 -0.083 0.463 0.30
```
Positions in Å, forces in eV/Å.

Output
HOMO-LUMO gap: 11.00 eV
total charge: 0
relative energy (zero: lowest compared OMol25 entry of this formula, charge and spin): 129.8 kJ/mol